# 1
Below is a molecular structure, C9H17N2O7P2PdSi, with properties calculated with ωB97M-V with the def2-TZVPD basis set.

Properties
- expectation value of S² = 2.00
- highest occupied orbital energy (alpha / beta) (eV) = -5.45 / -5.29
- multiplicity = 3
- charge = -1

Each line ends with the Löwdin charge.
CARTESIAN COORDINATES (ANGSTROEM)
Pd  0.12757  -0.58268  -0.94844  1.07
P  0.93018  -1.41966  -3.41661  0.17
P  -1.20145  0.60467  -3.23435  0.17
Si  -0.94362  -1.57801  1.68936  0.33
O  0.38894  0.18070  -3.32112  -0.35
O  1.72719  -1.61104  -2.13802  -0.38
O  -1.59985  0.52149  -1.77194  -0.39
O  -0.46642  -2.19063  -3.13063  -0.19
O  -1.97185  -0.15354  -4.25190  -0.30
O  -1.11363  2.16761  -3.60728  -0.13
O  1.49574  -1.67040  -4.74580  -0.29
N  0.50184  -0.84575  1.11942  -0.13
N  1.21920  1.11925  0.28504  0.10
C  1.86868  3.11608  -0.91861  -0.02
C  1.99239  2.08591  2.73002  -0.09
C  -1.60752  -2.66547  0.32319  -0.20
C  1.44259  0.82706  2.65237  -0.04
C  -2.19980  -0.26726  2.12454  -0.17
C  2.15570  2.86280  1.58390  -0.07
C  -0.68827  -2.67667  3.18455  -0.19
C  1.75134  2.34000  0.36589  -0.32
C  1.04926  0.35354  1.38677  -0.45
H  -3.14493  -0.69594  2.47210  0.03
H  2.30156  2.47822  3.69257  0.10
H  1.31202  0.19932  3.52462  0.10
H  -2.40162  0.34780  1.24041  0.03
H  1.28657  4.03761  -0.86404  0.08
H  1.49452  2.51582  -1.74361  0.07
H  2.90738  3.38621  -1.11722  0.08
H  -2.17649  -2.08634  -0.40901  0.02
H  -0.30188  -2.10386  4.03539  0.02
H  -1.15637  -1.86266  -3.74319  0.04
H  -1.80818  0.38849  2.91062  0.02
H  -1.63506  -3.13666  3.48837  0.02
H  -0.79924  -3.17736  -0.20454  0.03
H  2.58693  3.85414  1.63654  0.10
H  0.02662  -3.47489  2.96132  0.03
H  -1.07449  2.24681  -4.56691  0.07
H  -2.27553  -3.43471  0.72624  0.03

Cartesian forces (eV/Å) of the 2 atoms listed first:
0.801 1.019 0.343
0.356 0.065 -0.239

---

# 2
Below is a molecular structure, ClH2NP2, with properties calculated with ωB97M-V with the def2-TZVPD basis set.

Properties
- highest occupied orbital energy (alpha / beta) (eV) = -9.13 / -9.13
- charge = 0

Each line ends with the Löwdin charge.
CARTESIAN COORDINATES (ANGSTROEM)
Cl  -2.61795  0.65077  -0.14606  -0.16
P  -0.99412  -1.10769  -0.26607  0.64
P  1.51594  -0.04056  -0.13331  0.56
N  0.02540  0.01114  -0.92609  -0.83
H  1.03177  -0.76730  1.07304  -0.15
H  1.03895  1.25363  0.39849  -0.06

Cartesian forces (eV/Å) of the 2 atoms listed first:
0.644 -2.148 -0.146
0.451 5.895 -1.866

---

# 3
Below is a molecular structure, C15H17N2SbSe4Ta, with properties calculated with ωB97M-V with the def2-TZVPD basis set.

Properties
- highest occupied orbital energy (eV) = -11.64
- charge = +1

Each line ends with the Löwdin charge.
CARTESIAN COORDINATES (ANGSTROEM)
Ta  -0.34610  -0.15465  -1.95294  0.67
Sb  1.20053  0.19839  -4.41910  0.35
Se  -1.91887  1.59809  -2.74851  0.12
Se  0.14210  2.26648  -1.78007  0.13
Se  3.17167  0.34049  -5.64509  0.04
Se  1.26347  -1.84232  -2.82567  0.10
N  -1.92707  -1.47943  -1.53435  -0.18
N  -0.12337  -0.46069  0.12864  -0.12
C  -2.97623  -3.47987  -1.56774  -0.03
C  -2.74845  -2.28145  -2.23843  -0.10
C  3.53890  0.57068  -0.86658  -0.10
C  1.90616  0.58136  1.08223  -0.19
C  2.83996  -0.23823  0.22476  -0.21
C  2.44664  1.53244  1.94269  -0.03
C  0.28443  2.01435  2.85236  -0.02
C  -0.68996  -1.58832  0.51959  -0.04
C  0.52072  0.40535  1.10230  -0.21
C  -2.24354  -3.42735  -0.38379  0.02
C  -1.80046  0.85519  2.10479  -0.19
C  -2.59919  1.62495  1.05482  -0.09
C  1.64763  2.25799  2.80583  -0.04
C  -1.59568  -2.19451  -0.35749  -0.31
C  -0.30921  1.08312  2.01030  -0.17
H  3.59340  -0.68080  0.88103  0.13
H  2.08944  2.99300  3.46485  0.12
H  4.20399  -0.06085  -1.45607  0.08
H  -0.45532  -2.01095  1.49227  0.17
H  -3.15128  -1.96823  -3.19018  0.13
H  -2.40711  1.27795  0.03974  -0.01
H  2.81867  1.02950  -1.55108  0.01
H  3.51960  1.68121  1.94747  0.12
H  -3.66677  1.50599  1.24515  0.08
H  -2.11284  1.16778  3.10167  0.12
H  4.13209  1.37921  -0.43998  0.08
H  -3.61618  -4.27631  -1.90836  0.11
H  -0.33833  2.55129  3.55709  0.12
H  -2.35958  2.68827  1.09519  0.09
H  -2.19501  -4.17554  0.39221  0.13
H  2.31078  -1.07795  -0.21996  0.04
H  -2.04963  -0.20562  2.04039  0.10

Cartesian forces (eV/Å) of the 2 atoms listed first:
-0.205 -0.609 1.200
0.640 0.212 -0.827

---

# 4
Below is 8 unconnected molecules or ions with the total composition C4H26NO7, with properties calculated with ωB97M-V with the def2-TZVPD basis set.

Properties
- highest occupied orbital energy (eV) = -13.00
- charge = +1

Each line ends with the Löwdin charge.
CARTESIAN COORDINATES (ANGSTROEM)
O  2.57863  -1.12859  2.22320  -0.06
O  -4.45028  -1.75851  -0.21374  -0.06
O  -2.65385  -2.13630  1.85580  -0.06
O  -0.97597  2.37133  -0.84022  -0.05
O  -1.89957  -0.18345  3.78157  -0.05
O  -0.35764  3.02432  1.85644  -0.04
O  -2.09776  -1.48297  -2.87480  -0.05
N  1.28066  0.19507  -0.61088  0.05
C  2.19992  0.97571  -1.48720  -0.17
C  2.11788  2.46136  -1.11738  -0.04
C  2.05455  -1.81841  -2.03864  -0.07
C  1.07799  -1.24697  -1.02023  -0.15
H  1.18719  -1.84993  -0.13075  0.11
H  -2.39194  -2.90838  2.36901  0.06
H  2.13951  -1.24609  -2.94895  0.08
H  -2.41935  -1.06105  -2.07566  0.00
H  -2.18763  -1.41906  2.32451  0.01
H  0.20945  3.76991  1.65974  0.05
H  0.41606  0.75004  -0.51532  0.13
H  1.71968  3.07026  -1.91908  0.09
H  1.38630  2.57271  -0.32038  0.04
H  2.99277  -2.07689  -1.54089  0.09
H  -1.74283  2.62352  -1.35248  0.06
H  -1.81883  -0.42075  4.71420  0.06
H  1.71137  -2.83205  -2.25029  0.10
H  3.06208  2.76502  -0.68917  0.08
H  -0.78732  2.80180  0.00517  0.00
H  -2.88879  -1.70450  -3.37674  0.05
H  3.20834  0.59678  -1.61019  0.13
H  0.07255  -1.33172  -1.42267  0.11
H  1.69956  -1.12284  2.63265  0.04
H  -0.60028  3.02757  2.78252  0.06
H  1.62635  0.29314  0.35227  0.16
H  1.75065  0.85940  -2.47030  0.12
H  -3.85883  -1.39592  -0.87712  -0.02
H  -2.59783  0.47552  3.68014  0.06
H  -3.86447  -1.98159  0.53654  -0.01
H  3.10169  -1.52750  2.92930  0.05

Cartesian forces (eV/Å) of the 2 atoms listed first:
-0.626 -0.020 0.322
0.158 0.021 0.172

---

The calculation returns the following relative energy (zero: lowest compared OMol25 entry of this formula, charge and spin) values, one per record and in order: 0.231 2.064 0.583 1.123 eV.